No. 1
The following is a quantum chemistry calculation of a 7-piece molecular cluster, C32H64BI2O8 overall at a distorted geometry, from the Open Molecules 2025 dataset.

Computed properties:
E ... -2479.85525 Ha
E_LUMO ... 2.20 eV
Charge ... -1
Largest force on an atom ... 1.84 eV Å⁻¹
Frontier orbital gap ... 6.7 eV

```
107
C32H64BI2O8 | the Open Molecules 2025 dataset | ωB97M-V/def2-TZVPD
I 3.44 -3.25 0.10
I -2.52 0.52 -2.39
O 1.32 -0.71 0.64
O -5.42 -1.49 0.91
O 2.09 2.24 -4.24
O 9.10 1.33 -1.09
O -5.75 -3.53 -3.20
O 0.57 -2.65 -0.49
O 6.83 2.81 1.54
O -8.96 -0.73 4.88
C 8.88 -0.98 -0.64
C 8.41 0.41 -0.23
C 1.75 -0.78 -0.69
C 7.58 4.79 2.58
C -3.87 -4.59 -2.23
C 0.11 3.12 -5.17
C 2.35 3.60 -4.57
C -7.42 -2.43 1.74
C -5.88 -4.93 -3.43
C -6.04 -2.75 1.16
C 6.74 3.53 2.77
C 1.73 -2.27 -0.95
C -7.93 0.21 4.57
C 1.29 4.00 -5.59
C -9.23 -0.72 6.28
C -2.43 -0.90 -0.75
C 2.89 1.39 -0.29
C -6.38 -0.44 1.01
C -1.10 -1.49 1.23
C 7.41 5.06 1.08
C -4.46 -3.25 -2.65
C 2.98 0.00 -0.91
C 0.82 1.84 -4.75
C 3.43 1.48 1.12
C 10.31 -0.70 -1.12
C -4.49 -5.53 -3.27
C 10.14 0.66 -1.79
C -7.75 1.07 5.82
C 7.40 3.64 0.52
C -8.10 0.07 6.92
C -7.75 -1.11 1.04
C -1.74 -0.36 0.46
B 0.43 -1.89 0.85
H -8.46 1.90 5.82
H -8.10 -1.30 0.03
H 3.37 3.69 -4.95
H 1.62 3.73 -6.60
H -8.22 0.80 3.70
H -5.41 -3.32 1.85
H -3.85 -2.76 -3.41
H -1.73 -2.36 1.17
H 0.92 -0.44 -1.31
H 7.10 2.89 3.57
H 3.43 2.09 -0.91
H 4.14 2.28 1.21
H 7.34 0.55 -0.33
H 5.69 3.77 2.96
H 3.94 0.58 1.40
H 8.63 4.58 2.81
H 10.71 -1.45 -1.79
H -10.20 -0.23 6.45
H -1.94 -1.77 -1.12
H 1.86 1.68 -0.27
H -6.58 -5.35 -2.69
H -7.25 -0.58 7.12
H -6.31 -5.10 -4.42
H 1.07 5.07 -5.58
H -1.03 0.41 0.20
H 7.25 5.61 3.22
H 9.85 0.55 -2.84
H 8.68 0.63 0.81
H 6.45 5.55 0.90
H 0.26 1.30 -3.98
H -4.51 -6.57 -2.96
H 8.27 -1.35 -1.47
H 8.20 5.67 0.65
H -0.40 3.57 -4.32
H 2.26 4.20 -3.65
H 8.41 3.28 0.32
H 2.65 1.61 1.84
H -6.26 0.24 0.16
H -0.62 2.96 -5.96
H 3.15 0.12 -1.97
H -6.12 -3.30 0.22
H -7.02 -0.34 4.33
H -1.08 -1.21 2.26
H 1.93 -2.61 -1.95
H -8.40 0.54 7.86
H -3.94 -5.46 -4.21
H -2.78 -4.59 -2.23
H -3.46 -1.08 -0.54
H -9.29 -1.75 6.63
H -8.50 -0.52 1.57
H 3.81 -0.52 -0.48
H -6.75 1.48 5.90
H -2.49 0.12 1.06
H -8.14 -3.22 1.55
H 0.97 1.17 -5.60
H -4.21 -4.86 -1.23
H 10.98 -0.62 -0.26
H -7.36 -2.28 2.82
H 6.81 3.55 -0.39
H 8.82 -1.70 0.17
H 11.05 1.27 -1.74
H -4.58 -2.56 -1.81
H -6.19 0.13 1.93
H 0.82 -2.66 1.74
```

Atom charges from the Löwdin analysis, given in e for atoms 1 to 6: 0.695 0.694 -0.037 -0.152 -0.143 -0.160

***

No. 2
The following is a quantum chemistry calculation of C32H64CaCs2F2N3O18S2 as an isolated structure at a distorted geometry, from the Open Molecules 2025 dataset.

Computed properties:
E ... -4489.44465 Ha
Energy above the lowest of the compared OMol25 structures with the same formula, charge and spin ... 0.00 kJ/mol
E_LUMO (alpha / beta) ... -2.31 / -2.35 eV
Largest force on an atom ... 15.26 eV Å⁻¹
Frontier orbital gap (alpha / beta) ... 3.7 / 3.7 eV
Multiplicity ... 2

```
124
C32H64CaCs2F2N3O18S2 | the Open Molecules 2025 dataset | ωB97M-V/def2-TZVPD
Cs -6.18 -1.47 -1.69
Cs 3.72 -7.63 2.66
Ca 8.60 -3.74 -4.55
S 4.88 -4.34 -1.03
S 5.39 -3.99 -3.57
F 4.13 -3.44 0.02
F 6.98 -4.13 -3.12
O 1.58 -2.75 1.66
O 2.16 -5.65 3.21
O 11.06 -0.12 -1.50
O 11.21 0.54 -3.54
O 5.07 -5.31 -3.98
O -2.72 6.73 -1.00
O 6.20 -4.38 -0.49
O 5.50 -3.04 -4.64
O -8.72 2.37 -4.59
O 4.12 -5.55 -0.99
O 3.88 -5.80 1.84
O 1.48 -2.57 -0.52
O 9.60 -0.56 -6.19
O 4.10 -4.61 3.52
O -0.49 -6.13 7.05
O 9.71 -0.18 -8.42
O 10.61 -1.49 -3.10
O 11.14 0.79 -6.98
N 10.96 -0.34 -2.71
N 4.68 -3.43 -2.32
N -1.53 7.22 -1.20
C -0.84 -5.34 -1.52
C -3.17 -4.46 -0.75
C 1.16 -2.17 0.75
C 0.48 -5.41 6.26
C -1.90 1.03 3.22
C 0.87 6.73 -0.76
C -4.66 -0.74 -0.26
C -1.45 -4.06 6.43
C -2.30 -4.97 -1.92
C -1.95 1.92 0.81
C -0.54 6.12 -1.01
C -0.29 -4.36 5.49
C -0.48 5.16 -2.20
C -0.59 -0.88 5.19
C 10.06 -0.04 -7.25
C -0.19 -4.37 -0.50
C -1.48 6.92 -3.70
C -1.49 1.51 4.63
C -1.07 1.64 2.06
C -2.47 0.65 0.13
C -0.41 0.65 5.33
C -0.38 5.87 -3.55
C 0.33 -3.09 -1.20
C -0.83 5.31 0.26
C -0.33 8.87 -2.62
C -3.16 -2.90 -0.75
C 3.30 -5.37 2.87
C -3.79 0.09 0.75
C -1.53 7.91 -2.53
C -2.75 8.82 -2.69
C -4.44 -2.34 0.01
C -1.73 -5.43 7.02
H -1.72 -0.16 0.14
H -2.32 -3.62 5.94
H -1.91 -0.06 3.10
H -0.42 9.50 -3.50
H -8.42 3.22 -4.11
H -0.04 4.58 0.43
H -0.47 5.14 -4.35
H 0.61 0.93 5.07
H -5.36 -2.95 -0.34
H -9.73 2.32 -4.64
H -2.28 -4.27 -2.77
H 0.70 -4.87 -0.10
H -0.67 -4.78 4.55
H -4.36 -0.50 -1.36
H -0.28 9.53 -1.75
H -3.08 -2.53 -1.82
H -1.38 4.54 -2.21
H -1.65 -1.16 5.08
H 1.48 6.76 -1.66
H -2.75 2.64 1.05
H -2.67 0.85 -0.93
H -0.43 -2.30 -1.31
H 0.80 7.74 -0.35
H -2.14 -5.37 8.04
H 0.48 -1.31 0.92
H -1.34 7.46 -4.63
H 0.31 -3.48 5.24
H 0.60 6.33 -3.67
H 1.43 6.15 -0.03
H -8.30 2.31 -5.52
H -3.68 8.26 -2.76
H 1.02 -6.10 5.62
H -2.66 9.40 -3.60
H 1.19 -4.94 6.95
H 0.63 8.37 -2.72
H 0.36 4.48 -2.09
H -2.83 9.51 -1.85
H 11.13 0.66 -6.02
H -2.45 6.41 -3.78
H -0.49 0.87 6.41
H -1.32 2.45 0.08
H -2.76 -4.82 0.20
H -1.05 2.51 4.50
H -2.94 1.37 3.06
H -4.36 0.88 1.25
H -0.11 -1.18 4.24
H -2.23 -2.59 -0.26
H -1.76 4.75 0.18
H -0.19 1.05 1.77
H -2.43 -6.00 6.40
H -0.88 5.95 1.14
H -4.29 -2.54 1.08
H -3.50 -0.60 1.55
H -2.77 -5.89 -2.30
H -0.14 -1.44 6.01
H -5.79 -0.55 -0.09
H -4.22 -4.79 -0.81
H -1.12 -3.37 7.21
H 0.70 -3.39 -2.19
H -0.82 -4.16 0.37
H -2.38 1.66 5.25
H -0.17 -5.38 -2.39
H -0.84 -6.36 -1.12
H -0.71 2.63 2.38
```

Atom charges from the Löwdin analysis, given in e for atoms 1 to 6: 1.465 1.661 1.742 0.481 0.489 -0.145

***

No. 3
The following is a quantum chemistry calculation of a 4-piece molecular cluster, C32H65ClN5O10 overall at a distorted geometry, from the Open Molecules 2025 dataset.

Computed properties:
E ... -2743.95461 Ha
E_LUMO ... -4.47 eV
Charge ... +1
Largest force on an atom ... 4.36 eV Å⁻¹
Frontier orbital gap ... 6.0 eV

```
113
C32H65ClN5O10 | the Open Molecules 2025 dataset | ωB97M-V/def2-TZVPD
Cl 2.25 1.45 5.33
O -8.26 2.59 -1.90
O 4.49 0.87 -2.08
O -8.20 0.95 -4.46
O 2.56 -7.15 4.54
O 3.97 1.90 2.13
O 6.47 2.22 -3.96
O 2.09 -4.26 3.51
O -5.67 1.16 -2.67
O 3.66 -6.27 1.84
O 5.01 -0.29 -4.92
N 0.70 -0.82 1.53
N -1.16 0.07 0.27
N 3.58 3.77 3.66
N 0.86 -0.57 -0.87
N 2.03 2.02 3.73
C -4.46 1.89 -2.69
C 4.31 -6.22 3.11
C -8.65 2.30 -4.35
C 3.90 -7.32 4.10
C 0.99 1.54 0.45
C 4.34 -0.27 -6.17
C 4.95 0.60 -0.77
C -3.01 2.51 1.48
C 4.52 2.26 -2.41
C 6.41 -0.04 -5.02
C 6.89 0.85 -3.87
C -1.77 3.18 0.69
C -5.73 2.41 1.90
C 5.08 2.48 -3.81
C -5.56 1.35 3.04
C -2.87 1.44 2.60
C 1.95 3.42 1.79
C -9.25 0.02 -4.64
C 1.83 -8.36 4.57
C -4.11 0.87 3.36
C 0.33 0.09 0.40
C -7.93 3.03 -3.22
C -6.30 1.15 -1.38
C 1.90 -4.53 2.13
C 2.26 -5.98 1.81
C 0.81 1.84 3.21
C 2.65 -2.98 3.76
C -4.47 2.97 1.15
C -0.56 3.50 1.70
C 2.99 2.71 2.81
C 0.64 2.43 1.73
C -7.81 1.29 -1.52
H -6.85 3.04 -3.37
H -3.96 0.11 4.20
H 1.88 -0.71 -0.64
H 5.21 -0.46 -0.71
H 2.00 -8.96 3.67
H 6.67 0.43 -5.97
H 4.96 3.55 -4.04
H 0.48 -1.52 -0.95
H -9.73 2.34 -4.18
H -4.68 3.76 0.35
H 3.28 -0.13 -5.98
H -3.65 1.27 -2.29
H -10.09 0.22 -3.97
H 4.40 1.34 2.83
H 2.08 -8.94 5.46
H -4.23 2.14 -3.73
H -8.25 4.08 -3.26
H -4.54 2.83 -2.13
H 4.18 3.36 4.41
H 5.10 2.83 -1.69
H 4.55 -7.26 4.98
H 7.98 0.88 -3.91
H 1.95 -6.18 0.77
H -6.06 0.18 -0.93
H 4.06 -8.30 3.63
H 3.46 -2.75 3.06
H 1.69 -6.67 2.42
H 0.84 -4.37 1.91
H 3.07 -2.98 4.77
H -5.91 1.94 -0.74
H -6.45 0.92 3.63
H -8.43 2.80 -5.30
H -1.47 2.61 -0.25
H -1.35 0.50 -0.67
H -1.85 1.05 2.93
H 4.23 4.35 3.10
H 1.86 -2.21 3.70
H 5.37 -6.35 2.90
H 6.64 0.42 -2.90
H 0.67 2.10 -0.51
H -0.19 -0.97 2.05
H 4.69 0.55 -6.80
H 5.85 1.18 -0.53
H -0.16 4.54 1.40
H 0.91 -1.77 1.16
H 2.50 -3.86 1.50
H -6.80 2.77 1.65
H -2.17 4.20 0.33
H -8.25 1.12 -0.52
H -1.40 -0.93 0.12
H 0.76 -8.11 4.60
H 2.13 1.38 0.33
H 6.92 -1.01 -4.95
H 4.21 -5.23 3.56
H 0.07 1.34 3.92
H 3.48 2.61 -2.38
H -9.58 0.03 -5.69
H 4.49 -1.23 -6.68
H -8.23 0.52 -2.16
H 4.16 0.82 -0.04
H 4.50 1.96 -4.57
H -8.86 -0.97 -4.40
H 1.79 4.43 2.33
H -0.94 3.61 2.79
H 2.36 3.64 0.74
```

Atom charges from the Löwdin analysis, given in e for atoms 1 to 6: 0.823 -0.125 -0.204 -0.206 -0.208 0.017

***

No. 4
The following is a quantum chemistry calculation of a 6-piece molecular cluster, C32H65ClN7O6 overall at a distorted geometry, from the Open Molecules 2025 dataset.

Computed properties:
E ... -2552.83730 Ha
E_LUMO ... -4.36 eV
Charge ... +1
Largest force on an atom ... 5.61 eV Å⁻¹
Frontier orbital gap ... 6.6 eV

```
111
C32H65ClN7O6 | the Open Molecules 2025 dataset | ωB97M-V/def2-TZVPD
Cl -1.19 -0.58 -0.90
O 0.69 4.49 2.48
O 3.34 9.17 5.27
O -3.17 -6.81 -1.84
O 3.68 -1.72 -2.75
O 2.97 -5.85 -8.03
O -5.39 -1.91 -4.16
N -0.06 2.19 2.97
N 3.68 -3.58 -4.00
N 0.18 1.62 4.15
N 3.30 9.28 7.51
N -5.43 -1.78 -1.93
N -2.09 -4.86 -2.01
N 0.94 -6.49 -7.31
C 1.49 -1.86 5.47
C 1.55 0.47 6.61
C -6.02 -1.65 -0.61
C -2.06 2.49 0.19
C -0.44 -6.91 -7.44
C 0.56 -0.67 2.85
C -0.36 3.68 3.03
C 2.68 9.28 6.29
C 0.33 -0.68 0.12
C -6.05 -1.79 -3.14
C 1.84 4.56 3.36
C 0.47 0.24 4.15
C 2.70 9.41 8.82
C 1.69 -0.22 -0.63
C 3.98 -2.27 -3.81
C -3.03 -5.75 -2.43
C 1.18 9.44 6.27
C 4.68 -1.54 -4.92
C -0.08 1.64 1.65
C -1.78 -3.56 -2.57
C 0.27 0.10 1.51
C 0.56 1.51 7.35
C -3.87 -5.38 -3.62
C 1.88 5.98 4.15
C 1.34 -6.31 -9.73
C -7.55 -1.64 -3.16
C 1.51 0.23 -2.16
C 0.72 -0.46 5.59
C 1.82 -6.19 -8.31
C 3.95 -4.40 -5.17
C -0.43 2.46 0.33
C -2.52 2.56 -1.34
H 2.15 -6.05 -10.41
H -0.54 -7.88 -6.96
H 0.82 -2.60 4.90
H -0.51 4.00 4.13
H 0.90 10.39 6.72
H -5.60 -0.77 -0.13
H 0.02 3.51 0.28
H 1.71 -2.32 6.50
H 0.94 6.61 3.97
H -0.03 1.89 -0.58
H -5.77 -2.54 -0.03
H 4.06 -1.54 -5.82
H -7.90 -1.66 -4.19
H 2.47 -1.79 4.88
H -7.84 -0.69 -2.71
H -7.10 -1.55 -0.66
H 1.33 -6.39 -6.39
H 1.99 3.66 4.04
H -1.07 -6.18 -6.92
H -0.75 -6.98 -8.48
H -0.54 1.16 7.34
H -1.92 -2.81 -1.80
H -4.44 -4.47 -3.41
H 4.57 -5.24 -4.86
H 0.72 8.61 6.81
H -0.73 -3.56 -2.88
H 0.89 1.67 8.43
H -2.49 3.33 0.84
H 2.38 0.97 6.02
H 2.76 6.61 3.78
H 1.51 -0.68 -2.87
H 0.47 -1.80 0.38
H -1.97 1.84 -2.02
H 5.65 -2.01 -5.12
H 4.46 -3.84 -5.95
H -1.35 3.93 2.50
H -0.33 -0.67 6.02
H 0.83 9.42 5.24
H 2.22 0.56 0.02
H 0.64 0.94 -2.35
H 2.47 0.81 -2.44
H 3.00 -4.78 -5.55
H -2.40 -3.32 -3.43
H 4.85 -0.50 -4.62
H 3.21 -4.01 -3.22
H -3.23 -5.23 -4.49
H 0.51 -5.63 -9.90
H 1.04 -7.34 -9.94
H 1.98 5.81 5.27
H -4.42 -1.88 -1.99
H -4.57 -6.18 -3.83
H -1.56 -5.17 -1.21
H -2.43 1.50 0.62
H 3.13 10.29 9.31
H 2.41 -1.13 -0.65
H 2.77 4.58 2.66
H 0.79 -1.78 2.88
H -8.01 -2.47 -2.61
H 1.96 -0.24 7.42
H 4.31 9.18 7.45
H -2.37 3.63 -1.72
H 0.62 2.49 6.76
H 1.62 9.52 8.77
H -3.64 2.31 -1.42
H 2.95 8.52 9.40
```

Atom charges from the Löwdin analysis, given in e for atoms 1 to 6: 0.692 -0.165 0.017 0.031 -0.010 0.022